[1]
7 unconnected molecules or ions with the total composition C21H38F9N6O11S3, computed with ωB97M-V/def2-TZVPD.

Computed properties:
- HOMO level (spin up / spin down): -4.23 / -7.09 eV
- Expectation value of S²: 0.76
- F_max: 5.21 eV Å⁻¹

```
! wB97M-V def2-TZVPD RIJCOSX def2/J DEFGRID3
* xyz 0 2
C 3.342 1.683 2.148
C 4.137 0.411 1.882
O 5.212 0.449 1.221
N 3.521 -0.945 2.100
H 2.524 -0.893 2.250
H 3.638 -1.603 1.343
C 4.169 -1.741 3.268
H 2.559 1.671 1.390
H 4.021 2.523 1.996
H 2.887 1.792 3.132
H 4.367 -1.180 4.181
H 5.110 -2.200 2.964
H 3.472 -2.515 3.592
C 3.168 0.922 -2.711
C 3.132 -0.480 -3.150
O 3.308 -0.909 -4.292
N 2.654 -1.503 -2.125
H 3.490 -1.994 -1.840
H 2.237 -0.998 -1.355
C 1.651 -2.490 -2.781
H 3.321 1.575 -3.571
H 3.817 1.060 -1.846
H 2.087 1.060 -2.689
H 2.230 -3.151 -3.425
H 0.834 -1.901 -3.197
H 1.121 -3.105 -2.053
C -1.973 4.363 1.185
C -0.572 5.022 1.284
N -0.379 6.039 0.368
C 0.154 5.895 -0.976
C 0.372 7.118 -1.607
N -0.119 8.006 -0.714
C -0.593 7.414 0.497
C -0.157 9.457 -0.969
H -2.102 3.846 0.234
H -2.839 4.843 1.640
H -1.877 3.511 1.858
H 0.204 4.298 1.036
H -0.396 5.438 2.276
H 0.477 4.881 -1.160
H 0.750 7.336 -2.595
H -0.833 7.941 1.408
H 0.412 9.616 -1.885
H 0.250 10.061 -0.158
H -1.230 9.643 -0.984
C -6.313 -5.632 -3.389
C -4.860 -5.675 -3.807
N -4.075 -4.611 -3.158
C -2.911 -4.722 -2.390
C -2.573 -3.373 -1.981
N -3.424 -2.498 -2.561
C -4.365 -3.263 -3.217
C -3.439 -1.077 -2.383
H -6.580 -5.892 -2.365
H -6.942 -6.291 -3.987
H -6.861 -4.706 -3.559
H -4.699 -5.405 -4.850
H -4.373 -6.632 -3.619
H -2.589 -5.741 -2.236
H -1.724 -3.006 -1.424
H -5.304 -2.925 -3.629
H -3.619 -0.850 -1.332
H -4.165 -0.564 -3.014
H -2.431 -0.739 -2.624
C 0.801 0.550 5.604
F 1.631 0.608 6.711
F 0.849 1.743 4.853
F 1.275 -0.401 4.858
S -0.930 0.044 6.219
O -0.949 -1.406 6.452
O -1.238 0.843 7.448
O -1.863 0.400 5.117
C -1.167 0.734 1.169
F -0.987 1.686 0.312
F -0.974 1.173 2.380
F -2.457 0.273 1.066
S 0.150 -0.706 0.544
O 1.247 -0.100 -0.219
O 0.672 -1.319 1.764
O -0.677 -1.568 -0.397
C 0.857 -5.088 0.372
F 0.101 -4.081 0.609
F 0.519 -6.118 0.991
F 0.695 -5.256 -0.945
S 2.714 -4.709 0.821
O 2.969 -3.290 0.521
O 2.983 -5.122 2.175
O 3.464 -5.555 -0.074
*
```

Atomic partial charges in e from the Mulliken method, atoms 1 to 8: -0.733 0.636 -0.568 0.982 -0.254 0.266 -0.887 0.057

[2]
A molecular structure, C4H7NO, computed with ωB97M-V/def2-TZVPD.

Computed properties:
- HOMO level: -10.66 eV
- F_max: 8.74 eV Å⁻¹
- Relative energy (zero: lowest compared OMol25 entry of this formula, charge and spin): 409.2 kJ/mol

```
! wB97M-V def2-TZVPD RIJCOSX def2/J DEFGRID3
* xyz 0 1
C 1.085 -0.334 -0.519
C 0.247 0.327 0.592
C -1.154 0.737 -0.178
C -2.007 -0.481 -0.185
H 2.793 -0.304 0.842
H 0.339 -1.255 -0.982
H 1.341 0.456 -1.335
H -0.065 -0.310 1.498
H 0.657 1.270 0.902
H -1.128 1.161 -1.242
H -1.789 1.424 0.414
N -2.511 -1.564 0.162
O 2.192 -1.126 0.031
*
```

Atomic partial charges in e from the Mulliken method, atoms 1 to 8: -0.280 -0.510 -0.460 0.217 0.339 0.217 0.234 0.291

[3]
A gas-phase ion, C13H15N4 (charge +1), computed with ωB97M-V/def2-TZVPD.

Computed properties:
- HOMO level: -11.81 eV
- SMILES: C#CCCCn1[nH]c(-c2ccccc2)nc1=[NH2+]
- F_max: 6.92 eV Å⁻¹

```
! wB97M-V def2-TZVPD RIJCOSX def2/J DEFGRID3
* xyz 1 1
C -1.897 0.768 -3.494
C -1.101 -0.229 -3.162
C -0.034 -1.406 -2.804
C -0.861 -2.565 -2.044
C -0.149 -3.157 -0.723
N 0.379 -2.012 0.122
N -0.328 -0.851 0.344
C 0.510 0.034 1.156
C 0.109 1.518 1.618
C 0.098 2.616 0.452
C -0.235 4.131 0.691
C -0.552 4.589 2.182
C -0.554 3.487 3.323
C -0.234 1.961 3.088
N 1.800 -0.621 1.455
C 1.674 -1.920 0.778
N 2.696 -2.810 0.832
H -2.752 1.524 -3.592
H 0.435 -1.734 -3.811
H 0.802 -0.916 -2.188
H -1.944 -2.248 -1.757
H -0.992 -3.434 -2.805
H -0.803 -3.893 -0.115
H 0.778 -3.781 -1.060
H -1.287 -0.623 -0.003
H 0.338 2.306 -0.645
H -0.214 4.860 -0.196
H -0.797 5.697 2.354
H -0.793 3.882 4.391
H -0.238 1.168 3.932
H 3.556 -2.641 1.376
H 2.590 -3.699 0.303
*
```

Atomic partial charges in e from the Mulliken method, atoms 1 to 8: -0.335 -0.292 -0.170 -0.804 -0.620 0.267 -0.144 -0.014